1.
This record from the Open Molecules 2025 dataset describes an isolated molecule of C8H5NOS at a distorted geometry. The level of theory is ωB97M-V/def2-TZVPD.

Values from the calculation:
SMILES	O=Cc1cc2cnccc2s1
total energy	-22746.291	eV
gap between HOMO and LUMO	8.491	eV
HOMO	-8.647	eV
LUMO energy	-0.0057	Eh
relative energy (zero: lowest compared OMol25 entry of this formula, charge and spin)	193.9	kJ/mol

Cartesian coordinates (Å):
O -3.799652 0.079238 0.597275
C -3.074914 0.450469 -0.212470
C -1.593234 0.268543 -0.113925
C -0.643325 1.391837 -0.138409
C 0.682424 0.787882 -0.071615
C 1.929883 1.469854 0.049963
N 3.113509 0.821147 0.094769
C 3.122607 -0.513544 0.116382
C 1.915383 -1.276714 0.060749
C 0.731816 -0.618944 -0.058223
S -0.833449 -1.291459 -0.142203
H -3.581346 1.064138 -1.155169
H -0.949709 2.340733 -0.246357
H 2.024243 2.485326 0.208629
H 3.886951 -0.861202 0.259044
H 2.133858 -2.503887 -0.027194

Force components x, y, z for each atom (eV/Å):
O -3.150 -1.952 3.598
C 1.508 2.696 -4.611
C 2.572 3.428 -1.049
C -0.977 -8.308 0.373
C 0.957 2.022 0.381
C 0.416 -3.333 -0.223
N -1.128 0.858 0.322
C -16.615 6.334 -2.460
C 4.085 -3.278 -0.562
C -0.955 0.743 -0.170
S -0.957 0.079 0.262
H 1.697 -1.098 1.604
H -0.690 3.297 -0.189
H -0.225 2.145 -0.092
H 14.720 -7.158 2.321
H -1.260 3.526 0.495

Here are the Mulliken charges for atoms 1 to 2, given in e: atom 1 (O): -0.319, atom 2 (C): -0.143

2.
This record from the Open Molecules 2025 dataset describes an isolated molecule of C4H2ClN at a distorted geometry. The level of theory is ωB97M-V/def2-TZVPD.

Values from the calculation:
SMILES	N#CC#CCCl
total energy	-18190.084	eV
gap between HOMO and LUMO	10.446	eV
HOMO	-10.826	eV
LUMO energy	-0.0140	Eh
relative energy (zero: lowest compared OMol25 entry of this formula, charge and spin)	32.7	kJ/mol

Cartesian coordinates (Å):
N -2.867936 1.830563 -1.362477
C -1.998620 1.243896 -0.862202
C -0.794252 0.663184 -0.470468
C -0.065912 -0.198977 0.031341
C 1.067830 -0.734969 0.662353
Cl 2.385957 -1.126325 -0.573734
H 1.537101 -0.061744 1.398118
H 0.735833 -1.615628 1.177068

Force components x, y, z for each atom (eV/Å):
N 0.665 -0.771 0.843
C 0.012 1.009 -1.234
C -0.049 -2.479 1.339
C -1.727 3.891 -1.752
C 1.769 -0.711 0.242
Cl -0.776 0.013 0.789
H -0.360 -0.120 -0.450
H 0.467 -0.831 0.223

Here are the Mulliken charges for atoms 1 to 2, given in e: atom 1 (N): -0.401, atom 2 (C): 0.106

3.
This record from the Open Molecules 2025 dataset describes a cluster of 10 separate species, C26H75N3O11 in total at a distorted geometry. The level of theory is ωB97M-V/def2-TZVPD.

Values from the calculation:
SMILES	COC[C@H](C)N.COC[C@H](C)N.COC[C@H](C)N.OCCO.CCO.CCO.CCO.CCO.CCO.CCO
total energy	-55167.677	eV
gap between HOMO and LUMO	9.903	eV
HOMO	-9.256	eV
LUMO energy	0.0238	Eh

Cartesian coordinates (Å):
C -18.180863 -5.574238 10.582124
O -16.852804 -5.095003 10.257199
C -15.982752 -5.357843 11.273154
C -14.519372 -4.952995 11.058424
C -14.183983 -4.997528 9.594029
N -13.726100 -5.823328 11.929275
H -18.801540 -5.254327 9.755060
H -18.545686 -5.082437 11.476161
H -18.130790 -6.634826 10.799089
H -16.370324 -4.938313 12.266388
H -15.934410 -6.479890 11.454048
H -14.229518 -3.926613 11.370224
H -14.734962 -4.205382 9.028089
H -14.459853 -5.926803 9.104752
H -13.142590 -4.906023 9.450026
H -13.717424 -6.783664 11.634558
H -12.713921 -5.589483 11.997757
C -24.772387 -0.655895 16.616656
O -23.782543 -1.629899 16.634651
C -22.437027 -1.165788 16.383819
C -21.422311 -2.326802 16.545991
C -21.757171 -3.398749 15.483235
N -21.429535 -3.008525 17.863742
H -24.822551 -0.176192 15.651183
H -24.769326 0.041704 17.459819
H -25.714387 -1.202769 16.712286
H -22.396259 -0.790948 15.384221
H -22.129537 -0.319982 16.982809
H -20.428991 -1.927840 16.374459
H -21.887206 -2.880444 14.538376
H -22.674407 -3.775335 15.728104
H -20.967538 -4.099661 15.407155
H -22.377777 -3.180331 18.113269
H -21.014159 -2.392785 18.564830
C -17.196854 1.727620 7.133319
O -17.073152 0.696394 8.134810
C -17.521499 1.133876 9.396719
C -17.854495 -0.069981 10.294136
C -18.369708 0.457535 11.668989
N -16.625649 -0.870997 10.389244
H -16.679061 2.671111 7.403418
H -18.234336 1.994422 7.071474
H -16.751681 1.372279 6.187127
H -16.704785 1.687135 9.888492
H -18.383606 1.808836 9.245323
H -18.594714 -0.672252 9.809361
H -17.522240 0.981275 12.177710
H -18.708149 -0.325657 12.331486
H -19.186347 1.216978 11.503192
H -15.902974 -0.313498 10.763354
H -16.334633 -1.284365 9.508739
O -17.538006 -3.262456 15.964055
C -17.897318 -3.462274 14.589094
C -17.181131 -2.465781 13.718175
O -17.619293 -2.708929 12.406555
H -17.965898 -3.934825 16.522453
H -17.591670 -4.479949 14.222004
H -18.991237 -3.357554 14.484220
H -16.092995 -2.533069 13.682348
H -17.491008 -1.501433 14.136092
H -17.099728 -2.280323 11.702748
C -22.485033 -2.942338 11.251297
C -21.139431 -2.358242 11.598795
O -20.466583 -3.273541 12.433291
H -22.994087 -3.246266 12.181973
H -22.350154 -3.791915 10.591035
H -23.020799 -2.159084 10.698986
H -21.242799 -1.392515 12.068843
H -20.560660 -2.172217 10.667867
H -19.499388 -3.077243 12.372479
C -16.056213 -2.620244 19.309490
C -16.905520 -1.542458 18.639837
O -18.309284 -1.780176 18.674903
H -14.956286 -2.516007 19.217712
H -16.310081 -3.588853 18.833319
H -16.182339 -2.723746 20.356945
H -16.635104 -1.508478 17.584523
H -16.754017 -0.490771 19.078816
H -18.492946 -2.545616 18.112784
C -17.796442 -6.232491 18.687768
C -19.210597 -5.837077 18.463070
O -19.282275 -4.669791 17.621620
H -17.279181 -5.544463 19.348738
H -17.150667 -6.272161 17.789600
H -17.728144 -7.192772 19.173873
H -19.589959 -5.636033 19.506706
H -19.772194 -6.681239 18.028219
H -20.121925 -4.205294 17.664783
C -18.873086 -7.048861 14.088056
C -17.557732 -7.878368 14.332713
O -17.060797 -8.551293 13.169561
H -19.167337 -6.484931 14.977232
H -19.670971 -7.757922 13.804053
H -18.815319 -6.354930 13.244010
H -17.881015 -8.653539 15.085168
H -16.753887 -7.228186 14.724921
H -17.455172 -9.431115 13.090604
C -18.262732 1.001890 15.709062
C -19.559782 0.833322 15.029860
O -19.952651 2.020065 14.325376
H -17.539520 1.573928 15.099295
H -17.837792 0.065797 16.036532
H -18.426184 1.626375 16.588861
H -20.273929 0.441256 15.789278
H -19.444318 0.095533 14.257759
H -19.740552 2.808811 14.833032
C -14.250843 -4.122867 15.663041
C -14.967261 -5.422376 15.443614
O -14.109551 -6.492503 14.983174
H -13.982915 -3.711259 14.699528
H -13.332998 -4.343799 16.205061
H -14.793452 -3.341146 16.233183
H -15.749361 -5.348711 14.698827
H -15.434002 -5.891825 16.308891
H -13.843155 -6.247221 14.100532

Force components x, y, z for each atom (eV/Å):
C 1.239 0.930 -0.090
O -1.217 0.458 -0.832
C 0.446 -1.220 3.031
C 0.240 0.573 -0.050
C -1.182 0.140 -1.079
N 1.372 0.158 0.633
H -0.200 -0.475 -0.179
H -0.030 0.266 0.277
H -0.230 -0.408 -0.361
H 0.495 -0.340 -1.083
H -0.113 0.835 -0.158
H -0.770 -0.341 0.160
H 0.534 -0.485 0.515
H -0.234 -0.361 0.136
H 1.312 0.443 -0.204
H -0.414 -0.447 -0.288
H -1.154 0.274 -0.311
C -1.098 -0.497 0.121
O 1.800 -0.331 0.526
C -0.275 -0.788 0.534
C -1.197 -0.630 -0.470
C 1.638 2.860 -0.173
N 0.972 1.100 -0.430
H 0.161 0.665 -0.304
H 0.498 0.201 -0.150
H 0.000 -0.001 0.008
H 0.110 0.130 -1.065
H -0.309 0.299 0.857
H 0.263 0.145 -0.004
H 0.224 -0.170 -0.316
H -2.304 -1.549 0.671
H 0.505 -0.959 -0.104
H -0.808 -0.217 0.333
H -0.227 -0.127 -0.018
C 0.945 -0.200 0.665
O 0.192 0.405 -0.868
C -0.395 0.220 0.042
C 0.747 1.102 0.030
C 0.658 0.924 -0.867
N -1.240 -1.329 0.560
H 0.092 -0.523 0.161
H -0.707 0.022 -0.566
H -0.506 -0.019 0.517
H -0.201 0.203 0.025
H 0.122 -0.171 0.299
H -0.583 -0.394 -0.262
H -0.635 -0.267 -0.270
H -0.135 -0.274 -0.071
H 0.776 -0.851 0.262
H 1.081 0.633 0.312
H -0.162 0.366 0.052
O 0.235 0.125 -0.556
C 0.397 -1.487 0.551
C -0.014 0.416 -0.014
O -1.148 -0.331 -0.382
H -0.229 -0.040 -0.255
H -0.462 0.628 0.477
H 0.375 0.003 -0.245
H 0.092 -0.148 0.793
H 0.261 0.477 -0.441
H 0.163 0.473 0.091
C 0.051 0.580 0.055
C 0.430 -0.422 -0.775
O 1.153 0.140 -0.019
H -0.034 0.170 -0.536
H -0.108 -0.258 0.041
H -0.345 -0.333 0.249
H -0.146 0.514 0.451
H -0.191 -0.146 0.308
H -0.648 -0.182 0.093
C 0.412 -0.626 -1.001
C 0.383 1.433 0.120
O -0.062 -0.160 0.417
H -0.568 0.379 -0.480
H 0.146 0.405 0.260
H -0.675 0.020 1.097
H 0.336 0.193 -0.058
H -0.140 -1.596 -0.485
H 0.120 -0.032 0.071
C 1.665 0.127 -0.467
C -0.805 0.517 0.621
O 1.656 -1.226 0.174
H -0.089 0.297 0.167
H -0.616 -0.103 0.085
H -0.142 -0.470 0.096
H -0.253 0.023 -1.132
H -0.018 0.416 0.039
H -1.259 0.265 0.425
C 0.508 -0.863 -0.666
C -1.407 -0.134 0.483
O -0.150 0.222 0.035
H 0.055 -0.159 0.023
H 0.145 0.267 0.330
H 0.333 -0.004 0.204
H 0.788 0.780 -0.344
H -0.343 -0.593 -0.212
H 0.022 0.429 0.171
C 1.077 1.328 0.607
C -0.412 0.039 -0.304
O -0.412 -0.431 0.226
H -0.208 -0.544 -0.023
H 0.169 -0.332 0.104
H 0.156 -0.050 0.294
H -0.095 0.566 -0.668
H -0.290 -0.495 -0.385
H 0.018 -0.135 0.229
C 0.218 0.333 0.677
C -0.252 -1.588 -0.289
O -0.021 0.587 0.798
H 0.180 0.228 -0.298
H 0.164 0.091 0.044
H -0.052 -0.664 -0.382
H -0.367 0.471 -0.180
H 0.016 0.580 0.413
H 0.137 0.051 -0.876

Here are the Mulliken charges for atoms 1 to 2, given in e: atom 1 (C): -0.120, atom 2 (O): -0.486

4.
This record from the Open Molecules 2025 dataset describes a cluster of 3 separate species, C12H24O6S3 in total at a distorted geometry. The level of theory is ωB97M-V/def2-TZVPD.

Values from the calculation:
SMILES	O=S1(=O)CCCC1.O=S1(=O)CCCC1.O=S1(=O)CCCC1
total energy	-57615.577	eV
gap between HOMO and LUMO	10.186	eV
HOMO	-10.048	eV
LUMO energy	0.0051	Eh
relative energy (zero: lowest compared OMol25 entry of this formula, charge and spin)	617.6	kJ/mol

Cartesian coordinates (Å):
O -0.517437 -1.724913 -2.006965
S -1.721629 -2.069834 -1.236387
O -2.085580 -3.528660 -1.322877
C -1.666810 -1.637917 0.487567
C -2.914271 -0.810887 0.732935
C -3.166167 -0.041390 -0.668685
C -3.101473 -1.138200 -1.804425
H -0.709553 -1.070390 0.946760
H -1.730086 -2.313889 1.097242
H -3.766923 -1.634837 0.903678
H -2.890336 -0.128598 1.829339
H -2.397052 0.552537 -0.818191
H -4.135573 0.289321 -0.557162
H -2.951694 -0.742493 -2.729647
H -4.058482 -1.743225 -1.666847
O 2.067298 -4.362551 -0.311281
S 2.355281 -3.779225 0.950427
O 1.385598 -3.810554 2.031313
C 3.946860 -4.374851 1.292119
C 4.886374 -3.278137 0.944053
C 4.209455 -1.966807 1.237551
C 2.664559 -2.071006 0.840583
H 4.202885 -5.229849 0.772969
H 3.869193 -4.699527 2.373534
H 5.815177 -3.462372 1.488331
H 5.171818 -3.203273 -0.033803
H 5.000189 -1.176119 0.862464
H 4.172788 -1.731320 2.266097
H 2.787962 -1.743918 -0.144026
H 2.182817 -1.306591 1.266215
O -2.394047 5.073304 -2.687760
S -1.974473 4.021427 -1.817122
O -2.277783 2.632227 -2.082676
C -0.197197 4.106704 -1.541543
C 0.099554 4.564969 -0.126449
C -1.155776 4.342683 0.690601
C -2.355683 4.448085 -0.218752
H 0.385569 4.508785 -2.531040
H -0.037235 3.020459 -1.409128
H 1.064878 4.026471 0.096792
H 0.231249 5.543519 -0.301518
H -1.193121 5.010276 1.793989
H -1.096158 3.411264 1.276630
H -2.910431 5.415779 -0.078955
H -3.094534 3.813524 -0.085949

Force components x, y, z for each atom (eV/Å):
O -1.375 0.579 1.477
S 1.711 -5.413 -2.522
O 0.408 3.168 0.684
C 2.544 9.374 -3.102
C -1.918 0.238 1.162
C -1.798 -5.222 2.074
C -2.209 -0.377 5.096
H -1.726 -0.927 -2.066
H -0.367 -8.541 5.562
H 1.446 2.066 -0.388
H 0.023 -1.808 -3.603
H 3.042 3.738 -0.611
H -1.771 1.764 -0.451
H 0.500 0.895 -2.599
H 1.521 0.429 -0.660
O -0.751 -0.265 -1.223
S -2.691 0.522 0.473
O 0.675 -0.980 -0.075
C -0.057 0.001 3.009
C 0.204 0.295 2.975
C 1.357 1.567 0.403
C 5.889 -0.582 -2.360
H -0.258 -1.883 -1.358
H 0.694 0.811 -0.820
H 0.043 0.490 0.174
H 0.387 -0.682 -2.908
H -2.463 -0.815 -0.045
H 0.316 -0.131 1.537
H -0.755 -0.192 -2.243
H -2.628 1.865 2.446
O -0.639 0.233 -0.822
S 2.559 0.473 -1.590
O -0.502 0.533 0.154
C 0.794 -2.264 -2.420
C 0.595 -1.932 -1.107
C 0.564 0.193 4.639
C 0.536 3.933 1.932
H -1.411 -0.773 2.814
H 0.352 0.206 -1.093
H -1.182 0.882 0.684
H 1.081 3.929 0.524
H -0.081 -0.999 -3.671
H -0.186 -0.386 -1.015
H 1.014 -0.467 -0.853
H -3.489 -3.545 1.788

Here are the Mulliken charges for atoms 1 to 2, given in e: atom 1 (O): -0.665, atom 2 (S): 1.202